# C34H79N4O2

A cluster of 4 separate species, C34H79N4O2 in total in a non-equilibrium geometry (wB97M-V/def2-TZVPD, the Open Molecules 2025 dataset).

The geometry in XYZ format:
```
119
Properties=species:S:1:pos:R:3:forces:R:3
C -7.661 7.968 -1.317 -0.16 -0.55 -0.78
C -8.757 6.785 -1.736 1.10 0.80 -1.02
C -7.890 5.439 -2.108 -0.15 -0.38 1.02
C -8.681 4.020 -1.712 1.60 -0.01 -0.54
C -7.512 2.993 -1.191 0.01 0.09 -0.55
C -8.027 1.466 -0.870 0.08 0.15 -0.66
C -7.541 0.915 0.596 -1.17 0.65 0.25
C -5.973 1.219 0.968 -0.17 -0.91 0.40
C -4.908 0.975 -0.256 1.03 0.14 0.52
C -3.451 1.750 0.009 -0.43 0.41 -1.18
C -3.609 3.411 -0.093 -1.06 -0.72 0.92
C -3.893 3.902 -1.666 -1.40 -0.98 1.14
N -2.988 5.104 -2.011 0.98 -1.49 3.34
O -3.146 5.556 -3.261 -0.81 1.45 -1.81
C -4.426 6.221 -3.494 -3.43 0.19 -2.16
C -5.124 5.433 -4.794 0.67 -0.20 0.36
C -3.016 6.175 -0.929 -1.77 1.34 2.38
C -2.552 5.524 0.541 1.72 0.94 -0.24
O -2.439 4.058 0.518 -1.47 1.30 -1.44
H -8.192 8.979 -0.989 1.34 -2.26 -0.68
H -6.912 7.556 -0.506 -1.66 0.96 -1.31
H -7.006 8.134 -2.298 -1.38 -0.03 2.08
H -9.573 6.624 -0.908 1.73 0.15 -1.66
H -9.252 7.168 -2.741 0.67 -0.83 2.27
H -6.907 5.467 -1.433 -1.96 -0.05 -1.19
H -7.490 5.417 -3.224 -1.16 0.11 2.30
H -9.128 3.559 -2.699 0.48 0.96 2.18
H -9.464 4.194 -0.859 1.37 -0.33 -1.83
H -6.982 3.520 -0.263 -1.03 -1.29 -1.89
H -6.736 2.892 -2.093 -1.45 0.45 1.97
H -7.617 0.759 -1.737 -0.86 1.45 1.94
H -9.207 1.481 -1.009 2.48 -0.26 0.66
H -8.193 1.504 1.404 1.41 -1.31 -1.66
H -7.861 -0.215 0.703 0.97 2.23 -0.27
H -5.679 0.452 1.832 -0.57 1.77 -1.81
H -5.919 2.290 1.456 0.08 -2.06 -1.21
H -5.271 1.335 -1.310 0.37 -0.79 2.06
H -4.638 -0.186 -0.307 -0.73 2.59 -0.05
H -2.769 1.440 -0.920 -1.14 0.55 2.31
H -2.986 1.433 1.042 -0.83 0.82 -2.14
H -4.549 3.740 0.563 1.82 -0.67 -1.55
H -5.046 4.204 -1.673 2.72 -0.42 -0.38
H -3.686 3.058 -2.452 -0.26 1.73 1.50
H -2.003 4.698 -1.972 -1.25 0.62 -0.24
H -5.212 6.153 -2.635 1.93 0.01 -1.27
H -4.355 7.348 -3.824 0.59 -2.23 1.00
H -4.487 5.694 -5.741 -1.28 -0.70 1.78
H -6.233 5.762 -4.978 2.24 -0.47 0.49
H -5.102 4.257 -4.591 -0.04 2.63 -0.51
H -4.135 6.547 -0.741 2.36 -1.01 -0.92
H -2.407 7.135 -1.209 -0.88 -2.24 0.24
H -3.202 5.949 1.423 0.88 -1.06 -1.90
H -1.451 5.941 0.723 -2.34 -1.19 -0.25
C 0.407 -0.638 1.887 -0.09 0.04 0.04
C 1.599 -0.167 1.061 -0.25 -0.03 -0.10
N 1.241 0.354 -0.262 0.02 -0.02 -0.41
C 2.400 0.545 -1.141 -0.04 -0.28 0.04
C 3.432 1.591 -0.731 0.21 0.25 -0.15
C 0.256 1.436 -0.288 -0.11 -0.36 0.26
C 0.586 2.712 0.480 -0.09 0.47 0.04
H -0.176 -1.394 1.351 0.07 0.13 0.00
H 0.758 -1.088 2.823 -0.03 0.10 -0.18
H -0.258 0.189 2.158 0.04 -0.08 -0.02
H 2.256 -1.036 0.932 0.02 0.24 -0.24
H 2.162 0.568 1.644 0.13 0.06 0.17
H 2.052 0.772 -2.156 -0.16 0.01 0.18
H 2.916 -0.419 -1.233 -0.16 0.01 0.16
H 3.073 2.606 -0.914 0.05 -0.06 0.11
H 4.339 1.464 -1.334 -0.12 0.00 0.11
H 3.721 1.504 0.320 -0.04 0.00 -0.09
H -0.695 1.046 0.095 0.24 -0.09 0.06
H 0.030 1.701 -1.330 0.27 -0.19 -0.02
H 1.012 2.512 1.467 0.01 -0.03 -0.11
H -0.329 3.295 0.635 0.16 -0.15 0.02
H 1.277 3.349 -0.075 0.09 -0.08 0.14
C 5.954 -0.883 0.403 -0.09 0.00 0.05
C 6.762 -1.654 -0.636 -0.01 -0.20 0.27
N 6.951 -3.071 -0.313 0.25 -0.18 0.02
C 7.946 -3.730 -1.166 0.14 0.18 0.21
C 7.632 -3.851 -2.654 0.05 -0.24 -0.28
C 5.735 -3.848 -0.063 -0.02 0.23 0.32
C 4.693 -3.907 -1.176 -0.30 -0.22 -0.15
H 6.402 -0.966 1.398 -0.06 -0.08 -0.13
H 5.927 0.181 0.136 0.04 -0.20 0.01
H 4.917 -1.228 0.456 0.08 0.01 0.03
H 7.746 -1.171 -0.692 -0.02 -0.32 -0.09
H 6.292 -1.523 -1.615 -0.08 0.13 -0.20
H 8.161 -4.730 -0.768 -0.21 0.13 0.08
H 8.893 -3.183 -1.065 -0.18 0.10 0.09
H 6.890 -4.629 -2.847 0.02 0.15 -0.03
H 8.540 -4.141 -3.196 -0.12 0.07 0.07
H 7.277 -2.912 -3.085 0.02 -0.06 0.04
H 5.249 -3.447 0.835 0.13 0.10 -0.10
H 6.007 -4.873 0.220 0.22 0.22 -0.13
H 4.521 -2.935 -1.645 0.05 -0.03 0.03
H 3.735 -4.242 -0.763 0.10 0.04 -0.04
H 4.972 -4.624 -1.950 -0.05 0.17 -0.02
C 6.566 -7.911 6.098 0.07 0.12 0.00
C 6.049 -8.745 4.930 -0.15 0.23 0.05
N 5.095 -8.039 4.069 -0.36 -0.07 -0.14
C 4.406 -8.925 3.124 -0.07 -0.02 0.31
C 5.251 -9.610 2.054 -0.03 -0.12 -0.36
C 5.546 -6.764 3.510 0.00 0.11 0.38
C 6.807 -6.774 2.652 0.20 0.21 -0.28
H 5.743 -7.532 6.712 0.07 -0.02 -0.14
H 7.205 -8.529 6.740 -0.11 0.07 -0.15
H 7.171 -7.063 5.762 -0.09 -0.07 0.06
H 5.551 -9.621 5.364 -0.10 0.09 -0.30
H 6.905 -9.120 4.360 0.19 -0.12 -0.02
H 3.596 -8.372 2.633 0.18 0.13 0.12
H 3.897 -9.707 3.703 0.15 0.12 0.11
H 5.537 -8.916 1.260 0.07 -0.09 0.10
H 4.664 -10.406 1.580 0.09 0.08 0.08
H 6.154 -10.068 2.463 -0.07 0.05 -0.02
H 5.705 -6.062 4.339 0.00 -0.21 0.01
H 4.731 -6.308 2.932 -0.03 -0.32 0.09
H 7.604 -7.387 3.080 -0.09 0.01 -0.01
H 7.197 -5.754 2.560 -0.03 -0.10 0.01
H 6.602 -7.126 1.639 0.11 -0.08 0.08
```
Positions in Å, forces in eV/Å.

The largest force on an atom comes out at 4.1 eV/A. For the HOMO energy, the calculation gives -8.978 eV. The LUMO energy is -2.6 eV. As for the spin multiplicity: 1. Its net charge is +1. The frontier orbital gap is 0.2356 Eh.

---

# C12H23N3O5Ta

A structure of composition C12H23N3O5Ta (wB97M-V/def2-TZVPD, the Open Molecules 2025 dataset).

The geometry in XYZ format:
```
44
Properties=species:S:1:pos:R:3:forces:R:3
Ta 0.014 -0.536 0.223 0.04 0.02 -0.03
O 0.209 0.352 2.117 0.01 -0.02 -0.02
C 0.074 1.827 2.386 0.00 0.00 0.02
C 0.358 2.488 1.063 -0.02 -0.01 -0.04
N -0.348 1.751 -0.031 0.01 0.00 0.00
C -1.823 1.993 -0.034 0.02 0.02 -0.01
C -2.521 0.805 -0.665 0.01 0.00 -0.01
O -3.495 0.722 -1.286 -0.01 0.00 0.00
O -1.735 -0.395 -0.327 -0.02 0.01 0.00
C 0.222 2.140 -1.361 -0.02 0.00 0.05
C 1.424 1.287 -1.696 0.00 0.01 -0.04
O 2.364 1.493 -2.337 -0.01 0.00 -0.01
O 1.226 -0.025 -1.052 -0.02 -0.01 0.06
H 0.216 -0.150 2.952 0.00 0.01 0.00
H 0.813 2.090 3.140 0.00 0.01 0.00
H -0.931 1.978 2.773 0.00 0.00 0.00
H 1.428 2.459 0.847 0.00 0.00 0.00
H 0.051 3.537 1.092 0.00 0.00 0.01
H -2.083 2.907 -0.570 -0.01 0.00 0.00
H -2.200 2.084 0.986 0.00 0.00 0.00
H 0.491 3.197 -1.389 0.01 0.00 -0.01
H -0.520 1.962 -2.146 0.00 0.01 0.00
C -1.920 -3.314 -0.076 -0.01 -0.01 0.04
C -0.604 -3.308 -0.837 0.01 -0.02 -0.01
N 0.466 -4.031 -0.161 0.00 -0.02 0.00
C 0.756 -5.415 -0.668 0.00 0.02 0.00
C -0.332 -6.413 -0.322 0.01 0.00 0.00
C 1.113 -3.485 0.823 -0.01 0.02 -0.01
C 2.129 -4.234 1.619 0.00 0.01 0.00
N 0.903 -2.155 1.122 0.00 -0.04 0.03
H -2.684 -2.764 -0.620 0.01 0.00 -0.01
H -1.835 -2.912 0.937 0.00 0.01 -0.01
H -2.255 -4.345 0.025 0.00 0.00 -0.01
H -0.200 -2.287 -1.116 0.00 0.00 0.00
H -0.730 -3.737 -1.832 0.00 0.01 0.00
H 1.719 -5.714 -0.269 0.00 0.00 0.00
H 0.875 -5.306 -1.747 0.00 -0.01 0.00
H -0.507 -6.466 0.753 0.00 0.00 0.00
H -0.006 -7.398 -0.654 0.00 0.00 0.00
H -1.271 -6.201 -0.832 0.00 0.00 0.00
H 3.048 -4.343 1.037 0.00 -0.01 0.01
H 1.771 -5.228 1.880 -0.01 0.00 -0.01
H 2.370 -3.705 2.539 0.01 0.00 0.00
H 1.549 -1.907 1.870 0.00 -0.01 0.00
```
Positions in Å, forces in eV/Å.

The largest force on an atom comes out at 0.1 eV/A. For the HOMO energy, the calculation gives -20.482 eV. The LUMO energy is -11.8 eV. As for the spin multiplicity: 1. Its net charge is +3. The frontier orbital gap is 0.3191 Eh.

---

# C6H12N2

A cluster of 2 separate species, C6H12N2 in total in a non-equilibrium geometry (wB97M-V/def2-TZVPD, the Open Molecules 2025 dataset).

The geometry in XYZ format:
```
20
Properties=species:S:1:pos:R:3:forces:R:3
C 1.140 2.160 -0.673 1.62 -0.41 1.15
C 1.163 0.746 -0.192 0.45 -1.56 0.27
C 1.963 -0.307 -0.610 -0.92 1.25 -0.93
N 1.605 -1.403 0.123 -0.16 0.24 0.64
C 0.670 -0.960 1.046 1.37 -1.31 -1.03
N 0.401 0.277 0.847 -0.84 1.58 0.91
H 1.730 2.763 0.033 -0.29 -0.02 0.17
H 0.150 2.590 -0.671 -0.17 -0.01 -0.73
H 1.799 2.179 -1.542 -0.87 0.39 -0.61
H 2.602 -0.274 -1.475 0.22 -0.53 0.08
H 1.831 -2.368 -0.054 0.25 0.21 0.07
H 0.419 -1.623 1.855 -0.62 0.14 0.06
C -2.866 -1.031 -0.128 -0.45 -1.11 0.42
C -2.870 0.493 -0.081 -0.64 -0.83 -0.47
H -1.867 -1.458 -0.066 0.28 0.28 0.08
H -3.407 -1.433 0.738 0.12 0.07 0.01
H -3.307 -1.567 -0.977 -0.19 0.70 -0.20
H -2.232 0.743 0.760 0.30 0.66 -0.39
H -3.870 0.885 0.107 -0.08 -0.12 0.14
H -2.608 0.875 -1.069 0.62 0.36 0.36
```
Positions in Å, forces in eV/Å.

The largest force on an atom comes out at 2.2 eV/A. For the HOMO energy, the calculation gives -8.477 eV. The relative energy (zero: lowest compared OMol25 entry of this formula, charge and spin) is 11.3 kcal/mol. The LUMO energy is 0.9 eV. As for the spin multiplicity: 1. Its net charge is 0. Its SMILES is Cc1c[nH]cn1.CC. The frontier orbital gap is 0.3451 Eh.

---

# C4H11N2O2

A structure of composition C4H11N2O2 in a non-equilibrium geometry (wB97M-V/def2-TZVPD, the Open Molecules 2025 dataset).

The geometry in XYZ format:
```
19
Properties=species:S:1:pos:R:3:forces:R:3
C -0.140 -0.253 -1.047 -3.40 -1.41 1.03
C 1.323 0.632 0.085 2.10 -2.40 -1.72
C 0.815 -1.688 0.792 -1.93 -0.91 -0.26
C -2.418 0.254 -0.463 2.66 -1.75 -2.54
N 0.596 0.911 -1.142 0.06 2.19 1.80
N 0.291 -0.426 0.389 1.17 1.46 -0.98
O 1.438 1.491 1.085 -0.14 2.35 0.41
O -2.244 0.762 0.748 0.96 2.26 -0.72
H 0.217 -1.085 -1.666 -0.54 -0.10 0.19
H 2.351 0.090 -0.098 -1.74 0.78 0.19
H -0.095 -2.215 0.976 -0.26 -1.68 -0.66
H 1.593 -2.102 0.197 -0.06 -0.34 -1.13
H 1.189 -1.678 1.733 1.46 0.82 3.11
H -2.664 -0.824 -0.552 -0.43 1.17 0.30
H -2.498 0.948 -1.328 -0.36 -0.74 0.80
H 1.022 1.121 -1.992 1.12 0.54 -1.38
H -0.412 -0.031 1.044 0.16 -0.25 -0.20
H 1.550 2.389 0.707 -0.05 -0.42 0.57
H -1.915 1.703 0.532 -0.78 -1.57 1.19
```
Positions in Å, forces in eV/Å.

The largest force on an atom comes out at 4.1 eV/A. For the HOMO energy (spin up / spin down), the calculation gives -12.014 / -12.015 eV. The relative energy (zero: lowest compared OMol25 entry of this formula, charge and spin) is 131.5 kcal/mol. The LUMO energy (spin up / spin down) is -3.3 / -3.3 eV. As for the spin multiplicity: 1. Its net charge is +1. The frontier orbital gap (spin up / spin down) is 0.3217 / 0.3217 Eh.

---

# B10Ca3H40

A structure of composition B10Ca3H40 in a non-equilibrium geometry (wB97M-V/def2-TZVPD, the Open Molecules 2025 dataset).

The geometry in XYZ format:
```
53
Properties=species:S:1:pos:R:3:forces:R:3
Ca -1.694 -18.250 2.464 -0.48 0.20 0.67
Ca -6.657 -16.701 1.402 1.01 0.39 0.56
Ca -5.743 -19.223 4.570 0.95 0.33 0.59
B -0.804 -17.166 4.714 0.93 0.60 1.20
H -1.939 -17.422 4.548 -0.91 -0.05 0.39
H -0.380 -17.583 5.784 0.04 -0.29 0.26
H -0.228 -17.704 3.841 1.29 -0.43 -0.46
H -0.558 -15.984 4.622 -0.08 0.29 0.13
B -4.729 -17.747 6.287 0.53 0.99 0.96
H -5.286 -18.589 6.880 -1.22 -0.99 0.96
H -4.253 -16.900 6.999 0.14 -0.02 0.25
H -3.948 -18.347 5.678 1.19 -0.45 -0.64
H -5.427 -17.210 5.523 -1.16 0.70 -0.88
B -1.730 -20.602 3.566 0.16 -1.44 0.68
H -2.551 -19.950 4.063 -0.78 0.75 0.50
H -2.014 -20.825 2.452 -0.30 -0.16 -1.39
H -0.710 -20.037 3.634 1.26 0.49 -0.03
H -1.670 -21.654 4.174 0.12 -0.26 0.13
B -5.046 -15.485 -0.025 1.29 1.27 -1.34
H -4.556 -15.104 -1.069 0.22 -0.10 -0.23
H -4.618 -14.864 0.890 0.04 -0.06 0.20
H -6.188 -15.244 -0.154 -1.90 0.30 -0.26
H -4.888 -16.631 0.122 0.24 -1.42 -0.09
B -4.945 -21.533 4.995 0.44 -1.74 -0.03
H -4.267 -20.631 5.209 1.21 0.79 0.38
H -5.504 -21.351 3.986 -0.78 0.04 -1.44
H -4.350 -22.578 4.930 0.16 -0.14 0.02
H -5.738 -21.595 5.843 -1.46 0.03 1.30
B -7.707 -18.448 2.933 -2.47 -0.17 0.00
H -7.831 -19.387 3.616 -0.48 -1.15 0.50
H -7.316 -18.768 1.892 0.47 -0.61 -1.26
H -8.759 -17.848 2.813 -0.36 -0.04 -0.09
H -7.039 -17.714 3.474 1.22 1.36 0.70
B -6.852 -14.746 2.900 0.16 1.49 1.27
H -6.370 -15.658 3.455 0.37 -0.86 0.48
H -6.083 -14.296 2.153 0.55 0.43 -0.53
H -7.746 -15.132 2.260 -1.96 -0.23 -0.70
H -7.174 -13.910 3.714 -0.37 0.10 0.12
B -2.066 -15.741 2.175 0.21 1.46 -0.86
H -1.914 -14.556 1.921 -0.04 0.31 -0.15
H -1.004 -16.231 2.150 1.38 -0.05 0.47
H -2.646 -15.875 3.170 -0.59 -0.24 0.90
H -2.558 -16.299 1.272 -0.94 -0.37 -1.00
B -4.407 -18.263 2.565 -0.26 0.07 -1.80
H -3.767 -18.310 3.488 0.68 0.26 1.98
H -5.142 -19.159 2.543 -0.74 -1.34 -0.49
H -5.020 -17.276 2.459 0.01 0.91 0.52
H -3.705 -18.332 1.631 -0.03 -0.26 -0.94
B -0.543 -18.566 0.319 0.95 -0.16 -1.85
H -1.592 -19.077 0.384 -1.06 -0.86 -0.27
H 0.024 -18.748 1.309 1.20 -0.52 1.12
H 0.135 -18.971 -0.613 0.07 -0.25 -0.27
H -0.717 -17.420 0.225 -0.10 1.11 -0.25
```
Positions in Å, forces in eV/Å.

The largest force on an atom comes out at 2.5 eV/A. For the HOMO energy, the calculation gives 2.891 eV. The LUMO energy is 7.5 eV. As for the spin multiplicity: 1. Its net charge is -4. The frontier orbital gap is 0.1689 Eh.